1.
# C6H13NS

A single C6H13NS molecule (ωB97M-V/def2-TZVPD, OMol25).

Geometry as XYZ:
```
21
Properties=species:S:1:pos:R:3:forces:R:3
C -1.955 -1.170 -0.612 -1.12 0.59 -0.62
C -0.367 -0.595 1.094 0.74 -0.94 0.80
C 0.955 0.170 1.394 -0.09 0.23 0.02
C 1.742 0.481 0.105 -0.98 0.15 0.07
C 0.780 1.328 -0.834 1.02 -1.14 1.14
C -0.675 0.893 -0.661 -0.03 1.12 -0.14
H -2.084 -1.198 -1.714 -0.09 0.07 0.59
H -2.845 -0.661 -0.151 0.35 -0.36 -0.30
H -1.931 -2.190 -0.260 0.09 -0.32 0.18
H -1.164 -0.236 1.788 0.16 -0.07 -0.40
H -0.194 -1.663 1.323 -0.22 0.36 -0.07
H 0.713 1.097 1.967 0.25 -0.35 -0.65
H 1.631 -0.400 2.033 -0.32 -0.18 0.15
H 2.601 1.079 0.392 0.15 0.11 -0.17
H 1.334 -1.595 -1.050 0.94 0.35 0.36
H 1.095 1.194 -1.836 0.32 -0.13 -1.12
H 0.936 2.368 -0.579 -0.16 0.32 0.09
H -1.220 1.074 -1.575 -0.13 -0.09 -0.43
H -1.147 1.589 0.074 -0.07 -0.59 0.05
N -0.740 -0.496 -0.302 0.78 0.33 0.67
S 2.533 -1.069 -0.595 -1.57 0.55 -0.25
```
Positions in Å, forces in eV/Å.

Output
lowest unoccupied orbital energy: 1.0 eV
HOMO: -8.626 eV
relative energy (zero: lowest compared OMol25 entry of this formula, charge and spin): 13.2 kcal/mol
SMILES: CN1CCC(S)CC1
E: -18757.7065 eV
net charge: 0

Atom charges from the Mulliken analysis, given in e for atoms 1 to 2:
1 C -1.061
2 C -0.899


2.
# C14H35BeF3O7S4

A molecular structure, C14H35BeF3O7S4 (ωB97M-V/def2-TZVPD, OMol25).

Geometry as XYZ:
```
64
Properties=species:S:1:pos:R:3:forces:R:3
Be 0.302 0.017 0.314 0.14 -0.15 0.77
C -1.336 2.081 2.280 2.31 -3.38 -0.16
O -1.558 1.831 0.852 -0.44 0.58 -0.07
O -0.064 1.533 2.490 -1.86 1.10 -0.84
C -1.612 3.532 2.713 0.25 0.44 0.36
F -0.893 3.961 3.766 0.07 -0.48 -0.32
F -1.403 4.386 1.717 0.52 0.78 -0.72
F -2.907 3.739 3.076 -0.10 -0.55 -0.12
C -2.718 2.257 0.157 -1.83 -0.32 0.60
C -4.091 1.455 0.430 2.37 -0.16 0.02
H -4.787 1.536 -0.405 0.15 0.01 -0.06
H -3.687 0.449 0.539 -0.69 -0.41 -0.04
H -4.590 1.751 1.352 0.17 0.13 -0.04
H -2.400 2.115 -0.875 -0.49 0.28 -0.14
H -3.022 3.274 0.406 0.72 0.42 -0.40
H -2.097 1.469 2.763 -0.41 0.04 0.50
C -1.825 -2.634 2.251 0.35 0.40 0.36
C -0.362 -3.006 2.143 0.43 -0.48 -0.18
O 0.540 -2.232 1.406 -0.59 1.76 -0.70
H -1.839 -1.608 2.619 -0.47 0.51 -0.91
H -2.293 -3.139 3.097 -0.01 -0.63 -0.14
H -2.332 -2.911 1.327 -0.43 0.78 0.06
H -0.342 -4.021 1.748 0.06 -0.56 -0.35
H -0.089 -3.169 3.186 0.82 0.39 0.49
C 2.978 -2.624 -1.348 -0.71 0.10 -0.02
S 2.181 -1.457 -2.528 0.48 0.89 0.38
O 0.982 -0.787 -1.853 0.89 -0.56 0.27
C 3.580 -0.251 -2.680 0.05 -0.84 0.70
H 2.162 -3.340 -1.251 0.10 -0.10 0.47
H 3.241 -2.196 -0.381 -0.45 0.34 -0.11
H 3.845 -3.165 -1.727 -0.07 0.32 -0.60
H 3.539 0.488 -3.481 -0.57 -0.19 0.08
H 4.421 -0.918 -2.867 0.12 -0.01 -0.20
H 3.753 0.196 -1.701 -0.32 0.20 0.00
C 0.013 4.309 -1.549 -0.85 -1.20 -0.08
S 1.010 2.834 -2.052 0.49 -1.41 1.04
O 1.036 1.911 -0.826 -0.28 0.49 -0.68
C -0.033 1.868 -3.261 -0.25 1.17 0.43
H -0.132 5.005 -2.376 0.04 -0.16 -0.02
H 0.397 4.811 -0.660 0.79 -0.27 -0.27
H -0.917 3.876 -1.182 -0.32 0.15 -0.30
H -0.061 2.338 -4.244 -0.16 0.39 0.17
H -1.008 1.835 -2.774 -0.14 -0.22 -0.29
H 0.355 0.861 -3.416 0.29 0.21 0.68
C 5.226 -0.648 1.335 -0.43 -0.81 0.89
S 3.748 0.407 1.783 -0.18 -0.69 -0.12
O 2.822 0.173 0.601 -0.10 -0.13 0.41
C 3.025 -0.552 3.161 0.08 -1.75 -0.61
H 5.489 -0.397 0.308 0.26 0.30 0.34
H 5.099 -1.728 1.405 -1.33 -0.20 -0.53
H 6.026 -0.681 2.075 0.37 1.47 -0.09
H 3.567 -0.652 4.101 0.25 0.86 -0.11
H 3.011 -1.571 2.775 0.03 -0.21 -0.28
H 1.954 -0.403 3.304 0.08 1.01 -0.15
C -3.933 -1.745 -2.107 1.15 0.07 0.56
S -2.051 -1.315 -2.160 -0.36 -0.96 -0.07
O -1.734 -0.533 -0.904 -0.03 -0.22 -0.19
C -1.436 -3.050 -1.760 -0.15 0.89 0.21
H -4.577 -0.873 -2.227 0.51 0.26 0.03
H -4.088 -2.169 -1.115 -0.05 0.00 0.00
H -4.218 -2.469 -2.870 0.48 -0.06 -0.07
H -0.360 -3.024 -1.589 -0.15 0.69 0.35
H -1.537 -3.849 -2.495 -0.88 0.32 -0.18
H -1.971 -3.184 -0.819 0.27 -0.63 -0.03
```
Positions in Å, forces in eV/Å.

Output
lowest unoccupied orbital energy: 0.1 eV
HOMO: -7.043 eV
relative energy (zero: lowest compared OMol25 entry of this formula, charge and spin): 55.0 kcal/mol
E: -81304.7369 eV
net charge: 0

Atom charges from the Mulliken analysis, given in e for atoms 1 to 2:
1 Be 0.982
2 C 0.013


3.
# C6H15N3O

2 unconnected molecules or ions with the total composition C6H15N3O (ωB97M-V/def2-TZVPD, OMol25).

Geometry as XYZ:
```
25
Properties=species:S:1:pos:R:3:forces:R:3
C 1.913 0.485 -0.325 -2.95 1.81 -0.19
C 3.957 -0.193 0.381 0.73 -1.47 1.72
C 3.615 -0.871 -1.007 1.42 3.14 -0.01
C -2.802 -1.186 1.156 0.57 -0.42 -2.49
C -3.660 1.026 -0.777 2.90 3.36 -2.00
C -1.913 -0.328 0.291 -0.67 1.03 0.06
N 2.728 0.615 0.669 2.19 -3.04 -2.44
N 2.222 -0.342 -1.292 2.10 -0.25 -0.37
N -2.271 0.713 -0.451 3.72 -1.89 -0.33
O -0.630 -0.620 0.402 -0.23 2.61 -1.98
H 3.987 -1.050 1.131 0.10 1.28 -0.64
H 4.933 0.425 0.566 -1.91 -1.09 -1.02
H 4.463 -0.624 -1.698 -1.41 0.31 -0.14
H 3.580 -1.898 -1.017 -0.17 -2.39 0.61
H -2.140 -1.332 1.985 -0.36 -0.59 0.97
H -3.758 -0.759 1.401 -0.26 0.13 0.17
H -2.933 -2.137 0.534 0.00 0.92 1.12
H -3.479 1.456 -1.839 -1.34 -0.67 1.68
H -4.174 0.132 -0.797 -1.79 -1.32 0.16
H -3.849 1.852 -0.089 -1.30 -0.34 -0.22
H 2.791 1.325 1.307 -0.53 2.10 1.91
H 1.860 -0.419 -2.255 -0.20 0.37 1.12
H -1.507 1.174 -1.084 -1.80 -1.18 1.86
H 0.947 1.050 -0.242 1.19 -0.62 -0.63
H -0.419 -1.436 0.798 -0.01 -1.82 1.08
```
Positions in Å, forces in eV/Å.

Output
lowest unoccupied orbital energy: -6.7 eV
HOMO: -17.425 eV
relative energy (zero: lowest compared OMol25 entry of this formula, charge and spin): 46.1 kcal/mol
E: -12965.9922 eV
net charge: +2

Atom charges from the Mulliken analysis, given in e for atoms 1 to 2:
1 C -0.140
2 C -0.378


Number 1: HOMO-LUMO gap 0.3521 hartree, F_max 1.91 eV Å⁻¹. Number 2: HOMO-LUMO gap 0.2619 hartree, F_max 4.10 eV Å⁻¹. Number 3: HOMO-LUMO gap 0.3935 hartree, F_max 4.87 eV Å⁻¹.